(1)
{"formula": "C3H7NO2", "method": "ωB97M-V/def2-TZVPD", "symbols": ["C", "C", "O", "C", "O", "N", "H", "H", "H", "H", "H", "H", "H"], "coordinates": [[-1.984243, 0.104218, 0.334908], [-1.209758, -0.919630, 0.708645], [-1.394289, -2.222554, 0.400721], [1.565280, 0.597104, 0.014026], [0.805814, 0.867483, -1.059762], [2.820224, 0.917910, -0.303374], [-1.749861, 1.105140, 0.682386], [-2.888437, -0.027278, -0.256690], [-0.101673, 0.606165, -0.825494], [-0.297733, -0.772081, 1.281810], [-2.195099, -2.311804, -0.134885], [3.549828, 0.773692, 0.374561], [3.079950, 1.281636, -1.216857]], "atomic_forces_ev_per_a": [[0.05, -0.13, 0.09], [-0.01, 0.37, 0.01], [-0.20, -0.02, -0.15], [0.45, 0.24, -0.42], [-0.06, -0.13, 0.27], [-0.14, -0.09, 0.18], [0.00, -0.16, -0.04], [0.14, -0.03, 0.08], [0.06, 0.04, -0.07], [-0.18, -0.02, -0.05], [0.11, -0.03, 0.09], [-0.15, 0.03, -0.09], [-0.08, -0.04, 0.10]], "orbital_gap_ev": 9.67, "mol_weight_g_mol": 89.1, "lumo_ev": 0.95, "homo_ev": -8.72, "e_above_lowest_kcal_mol": 68.77, "fmax_ev_per_a": 0.661}

=====

(2)
{"formula": "C33H46N6OS4Si2TeTi", "method": "ωB97M-V/def2-TZVPD", "symbols": ["Ti", "O", "N", "C", "C", "C", "C", "C", "S", "H", "H", "H", "H", "N", "C", "C", "C", "C", "C", "C", "S", "N", "C", "C", "C", "C", "C", "C", "N", "H", "H", "H", "H", "H", "H", "H", "H", "H", "C", "N", "C", "N", "S", "H", "H", "H", "H", "H", "H", "S", "C", "C", "C", "C", "C", "C", "H", "H", "H", "H", "H", "C", "Si", "C", "C", "C", "Te", "C", "Si", "C", "C", "C", "H", "H", "H", "H", "H", "H", "H", "H", "H", "H", "H", "H", "H", "H", "H", "H", "H", "H", "H", "H", "H", "H"], "coordinates": [[1.043947, 0.391994, -1.350709], [1.945899, -0.533202, -2.709521], [1.768778, -1.789525, -3.122119], [2.620360, -2.269314, -4.060284], [2.458495, -3.528996, -4.543864], [1.409656, -4.314030, -4.035840], [0.573256, -3.804843, -3.081070], [0.730505, -2.486927, -2.601348], [-0.277073, -1.754023, -1.418695], [3.392722, -1.583386, -4.371159], [3.125508, -3.896125, -5.308703], [1.263832, -5.321908, -4.400750], [-0.236807, -4.387077, -2.666580], [-0.960553, 3.364823, 0.589758], [-1.431150, 3.082065, 1.902502], [-2.418346, 3.861931, 2.476182], [-2.903131, 3.525381, 3.732036], [-2.420430, 2.403875, 4.390550], [-1.413734, 1.639828, 3.814910], [-0.905773, 1.999193, 2.576953], [0.446616, 1.138784, 1.841435], [0.024636, 1.307237, 0.182158], [-0.502508, 2.417194, -0.238024], [-0.660669, 2.570653, -1.717934], [-1.196028, 3.670694, -2.343673], [-1.306743, 3.687460, -3.728452], [-0.918691, 2.574264, -4.433257], [-0.371055, 1.508322, -3.740808], [-0.213898, 1.514252, -2.417891], [-1.380385, 4.171532, 0.156943], [-2.792243, 4.737125, 1.956282], [-3.669126, 4.136620, 4.189159], [-2.818750, 2.124204, 5.356060], [-1.005045, 0.781324, 4.333055], [-1.506616, 4.535768, -1.773586], [-1.690232, 4.559270, -4.240286], [-1.015969, 2.528446, -5.508306], [-0.026817, 0.618803, -4.248130], [5.661696, 1.609129, 0.913485], [4.696771, 0.667332, 0.367554], [3.810928, -0.002508, 1.084940], [3.926440, -0.028323, 2.415792], [2.540008, -0.911822, 0.347426], [6.373553, 1.861464, 0.133258], [6.216229, 1.162337, 1.737920], [5.171830, 2.525787, 1.248807], [4.414730, 0.812108, -0.595973], [4.636372, 0.483142, 2.909612], [3.270443, -0.580739, 2.941827], [2.552446, 2.329048, -1.267343], [2.710481, 3.062991, -2.880273], [2.759136, 2.311226, -4.054857], [2.942189, 2.932283, -5.284902], [3.084134, 4.309798, -5.365604], [3.026900, 5.066716, -4.202025], [2.837407, 4.451824, -2.972774], [2.670474, 1.234551, -3.998609], [2.983472, 2.331512, -6.186184], [3.247320, 4.788839, -6.322159], [3.132497, 6.143348, -4.249146], [2.797219, 5.042941, -2.065936], [-4.034385, -1.501161, -1.234452], [-4.540338, -2.373379, 0.334941], [-5.639519, -3.823655, -0.045603], [-5.382685, -1.145711, 1.459910], [-3.011625, -2.994509, 1.232074], [-1.640840, -1.414579, 1.657389], [-0.106971, -2.722599, 2.374360], [0.147753, -2.781794, 4.223284], [-1.481222, -2.809466, 5.123367], [1.150053, -1.278372, 4.752325], [1.118490, -4.320343, 4.624829], [-4.912133, -1.131903, -1.771717], [-3.478340, -2.163970, -1.902808], [-3.387300, -0.647039, -1.012057], [-6.513886, -3.515273, -0.624362], [-5.997228, -4.295617, 0.872603], [-5.104018, -4.579844, -0.624540], [-6.250634, -0.687469, 0.978782], [-4.689899, -0.346336, 1.738748], [-5.723218, -1.623040, 2.382610], [-2.467365, -3.728471, 0.632239], [-3.296307, -3.461092, 2.178495], [0.819049, -2.433042, 1.867554], [-0.385601, -3.709317, 1.995035], [-2.151902, -2.035749, 4.742294], [-1.340944, -2.646233, 6.194936], [-1.978425, -3.775471, 4.998696], [1.112006, -0.474633, 4.009103], [2.196840, -1.553548, 4.913196], [0.781863, -0.870515, 5.697422], [0.532174, -5.218059, 4.413143], [1.389815, -4.346270, 5.684052], [2.041628, -4.376213, 4.042323]], "atomic_forces_ev_per_a": [[2.32, -1.45, 1.21], [0.29, -0.51, -1.19], [-0.06, -0.12, -0.02], [0.00, 0.06, 0.03], [-0.05, -0.09, -0.04], [0.01, 0.00, 0.00], [-0.04, 0.05, 0.02], [-0.11, -0.08, 0.04], [0.28, -0.33, -0.41], [-0.01, 0.05, 0.04], [0.03, -0.02, 0.04], [0.00, 0.01, 0.01], [-0.01, 0.00, -0.02], [-0.23, 0.61, -0.06], [0.05, 0.11, -0.10], [-0.04, 0.07, -0.03], [-0.04, -0.05, 0.00], [0.09, 0.03, 0.01], [0.00, 0.02, 0.04], [0.08, -0.07, -0.01], [0.07, 0.14, -0.08], [-0.75, 0.53, 0.68], [-0.23, -0.41, 0.17], [-0.09, 0.10, 0.22], [-0.10, 0.36, 0.21], [-0.03, 0.16, 0.11], [0.00, -0.15, -0.18], [0.07, -0.17, 0.04], [-1.14, 1.21, -0.95], [0.02, 0.03, 0.05], [-0.05, -0.06, -0.01], [0.00, -0.01, -0.01], [0.02, 0.03, 0.01], [-0.07, -0.03, -0.04], [-0.05, 0.00, -0.05], [-0.04, 0.00, 0.05], [0.04, -0.03, 0.01], [0.06, -0.01, -0.05], [-0.07, -0.02, -0.01], [-0.07, 0.12, -0.04], [-0.01, -0.10, 0.01], [-0.07, -0.04, -0.06], [0.01, 0.04, 0.30], [0.00, 0.00, 0.00], [0.04, -0.02, -0.03], [0.00, -0.01, 0.03], [0.01, 0.01, 0.01], [0.03, 0.00, 0.00], [-0.03, 0.03, 0.00], [0.30, 0.11, -0.31], [-0.08, 0.10, 0.05], [0.02, 0.01, -0.01], [-0.03, -0.01, 0.03], [-0.03, 0.00, 0.01], [-0.04, -0.02, 0.04], [-0.03, -0.03, -0.03], [0.04, 0.02, 0.00], [0.02, 0.00, 0.02], [-0.02, 0.00, 0.01], [0.01, -0.01, 0.00], [0.02, 0.01, -0.01], [0.06, 0.05, -0.17], [0.14, 0.07, 0.12], [-0.15, -0.11, -0.03], [-0.12, 0.06, 0.06], [0.04, -0.05, 0.05], [-0.32, -0.10, 0.29], [0.15, -0.06, -0.23], [-0.04, 0.01, -0.02], [-0.14, -0.03, 0.09], [0.04, 0.18, 0.04], [0.09, -0.13, 0.12], [0.02, -0.01, 0.01], [-0.02, 0.03, 0.02], [-0.02, -0.02, -0.03], [0.01, -0.02, 0.02], [0.01, -0.01, -0.03], [-0.02, 0.01, 0.00], [0.02, -0.01, 0.02], [-0.04, 0.01, 0.00], [0.01, 0.03, -0.02], [-0.02, 0.03, -0.03], [0.02, -0.01, -0.03], [-0.09, -0.05, 0.02], [0.00, 0.04, -0.03], [0.00, 0.00, 0.04], [-0.01, -0.03, -0.02], [0.00, 0.04, -0.01], [0.00, -0.08, 0.05], [0.00, 0.01, -0.03], [0.05, 0.00, -0.02], [0.03, 0.02, -0.01], [0.00, -0.02, -0.03], [-0.02, 0.00, 0.01]], "orbital_gap_ev": [5.86, 5.78], "mol_weight_g_mol": 902.7, "charge": 1, "lumo_ev": [-3.26, -3.34], "homo_ev": [-9.12, -9.12], "e_above_lowest_kcal_mol": 18.73, "spin_multiplicity": 2, "fmax_ev_per_a": 2.996, "s_squared": 0.757}

=====

(3)
{"formula": "C6H10O4", "method": "ωB97M-V/def2-TZVPD", "symbols": ["C", "C", "C", "O", "O", "H", "H", "H", "H", "H", "H", "C", "C", "C", "O", "O", "H", "H", "H", "H"], "coordinates": [[1.632468, 0.345919, 0.306167], [0.788397, -1.021429, -0.096695], [0.729055, -2.007701, 0.820244], [1.517755, 1.249188, -0.769467], [1.272756, 0.801108, 1.500188], [0.022983, 0.811538, 1.492251], [1.074999, 2.053459, -0.468834], [2.665100, -0.020925, 0.293937], [0.893588, -1.281448, -1.143646], [0.720931, -3.052667, 0.539580], [0.671280, -1.777259, 1.876886], [-1.177627, 0.666024, -1.331218], [-1.195440, -0.116113, -0.052676], [-1.305488, 0.596687, 1.155964], [-1.070276, -0.142116, -2.404294], [-1.249048, 1.866150, -1.414347], [-1.012794, 0.416096, -3.195230], [-1.622575, -1.099691, -0.167641], [-1.754945, 0.075916, 1.994738], [-1.601119, 1.637267, 1.064094]], "atomic_forces_ev_per_a": [[-1.15, -1.10, -0.62], [1.70, -0.04, 0.63], [-0.13, 0.36, -0.40], [0.08, 0.29, -0.06], [-1.70, 0.43, 0.42], [2.21, -0.14, -0.03], [0.03, -0.13, 0.09], [-0.10, 0.07, 0.09], [-0.15, -0.06, -0.08], [-0.20, -0.04, -0.04], [0.16, 0.04, 0.06], [0.52, 0.38, -0.31], [-1.05, 0.96, 1.10], [-1.00, -0.65, -1.31], [-0.10, 0.01, 0.14], [-0.12, -0.36, 0.08], [-0.04, 0.04, 0.11], [0.35, -0.11, 0.09], [0.29, -0.10, 0.08], [0.40, 0.13, -0.04]], "orbital_gap_ev": [7.55, 7.55], "mol_weight_g_mol": 146.1, "lumo_ev": [-1.22, -1.22], "homo_ev": [-8.77, -8.77], "e_above_lowest_kcal_mol": 92.59, "fmax_ev_per_a": 2.218}

=====

(4)
{"formula": "C6H10S", "method": "ωB97M-V/def2-TZVPD", "symbols": ["C", "C", "C", "C", "C", "C", "S", "H", "H", "H", "H", "H", "H", "H", "H", "H", "H"], "coordinates": [[-0.752356, 0.807323, -1.471704], [-0.826824, 0.118295, -0.091230], [0.269721, 1.634349, -0.722240], [0.208370, 1.113654, 0.507848], [-0.295663, -1.310463, -0.034231], [0.631203, 1.440674, 1.862354], [-2.657438, -0.933902, -3.102022], [-0.397543, 0.378823, -2.392828], [-1.719661, 1.264682, -1.663543], [-1.776141, 0.187425, 0.441219], [-2.906596, 0.316238, -3.501562], [0.680859, -1.632751, -0.425340], [-0.982172, -1.922456, -0.470210], [-0.292593, -1.561307, 0.987186], [-0.184708, 1.755369, 2.547467], [1.527260, 2.215437, 1.873419], [1.045488, 0.367499, 2.165775]], "atomic_forces_ev_per_a": [[-0.11, 1.06, 0.82], [1.87, -1.16, 0.48], [0.14, 0.49, 0.46], [-1.51, 1.52, -2.53], [0.97, 1.10, 0.48], [2.75, -1.46, 0.92], [-0.10, -0.28, -0.06], [0.21, -0.90, -0.03], [0.13, 0.59, -0.08], [-0.28, -0.04, -0.35], [-0.06, 0.12, -0.07], [-0.10, 1.06, -0.17], [-2.07, -1.95, -1.34], [0.13, -0.61, 1.52], [0.53, -0.27, -0.50], [-1.96, -1.63, 0.02], [-0.56, 2.35, 0.43]], "orbital_gap_ev": [8.74, 6.40], "mol_weight_g_mol": 114.2, "lumo_ev": [0.86, -2.41], "homo_ev": [-7.88, -8.82], "e_above_lowest_kcal_mol": 36.96, "spin_multiplicity": 3, "fmax_ev_per_a": 3.312, "s_squared": 2.011}

=====

(5)
{"formula": "C31H32N2O3S", "method": "ωB97M-V/def2-TZVPD", "symbols": ["C", "N", "C", "C", "C", "C", "C", "C", "C", "C", "C", "C", "N", "C", "C", "C", "C", "C", "C", "H", "H", "H", "H", "H", "H", "H", "H", "H", "H", "H", "H", "H", "H", "H", "H", "H", "H", "H", "H", "H", "C", "C", "C", "C", "S", "C", "C", "O", "C", "C", "C", "C", "C", "C", "O", "O", "C", "C", "H", "H", "H", "H", "H", "H", "H", "H", "H", "H", "H"], "coordinates": [[1.753844, 2.903443, -5.459018], [2.614209, 1.920046, -4.833483], [3.886112, 1.649811, -5.470420], [2.272367, 1.320815, -3.637361], [2.301127, -0.094278, -3.522221], [1.837951, -0.700534, -2.379184], [1.547258, 0.065392, -1.217585], [1.195924, -0.603633, -0.018929], [1.520937, -0.125771, 1.269921], [0.718195, -0.533876, 2.377567], [1.008252, -0.073121, 3.643124], [2.149133, 0.754136, 3.877285], [2.362254, 1.280850, 5.120884], [3.693562, 1.580148, 5.618477], [1.253412, 1.600651, 6.001636], [3.043211, 1.033339, 2.800710], [2.669109, 0.695115, 1.512137], [1.633166, 1.488075, -1.310994], [1.865621, 2.097827, -2.522105], [0.705365, 2.590302, -5.346407], [1.880054, 3.898594, -5.006445], [2.003899, 2.962674, -6.525247], [4.240419, 0.657008, -5.177321], [3.771111, 1.704915, -6.556503], [4.642536, 2.395969, -5.174248], [2.609923, -0.682200, -4.389861], [1.718026, -1.785432, -2.323824], [0.719556, -1.586262, -0.099697], [-0.151484, -1.169622, 2.202988], [0.381118, -0.372406, 4.480883], [4.388627, 0.785568, 5.316361], [4.076936, 2.541038, 5.240789], [3.650935, 1.627593, 6.714064], [0.367539, 1.032640, 5.709074], [1.521679, 1.353212, 7.033321], [0.991282, 2.671383, 5.953675], [3.989889, 1.560037, 2.970328], [3.269200, 1.022187, 0.660728], [1.459525, 2.084429, -0.414623], [1.787779, 3.185435, -2.614653], [-0.465328, -4.289272, -3.323507], [-0.730535, -4.581975, -1.983325], [-1.305698, -3.617918, -1.156345], [-1.640386, -2.369916, -1.694772], [-2.276491, -1.072279, -0.634910], [-3.933616, -1.018582, -1.050385], [-4.959068, -1.255091, -0.050768], [-5.852712, -2.105916, -0.216531], [-4.855478, -0.453349, 1.220588], [-4.231008, 0.796952, 1.264829], [-4.126456, 1.487238, 2.476483], [-4.603700, 0.897305, 3.658193], [-5.288455, -0.328515, 3.603459], [-5.417630, -0.996390, 2.382367], [-2.068942, -1.557903, 0.714808], [-1.596535, 0.124803, -1.080330], [-1.374145, -2.068524, -3.031862], [-0.806716, -3.040575, -3.852577], [0.036783, -5.025073, -3.950380], [-0.473293, -5.555874, -1.566058], [-1.469568, -3.808348, -0.096621], [-4.090765, -1.410027, -2.048640], [-3.859897, 1.224706, 0.329610], [-3.656344, 2.472115, 2.472701], [-4.444842, 1.402667, 4.614379], [-5.717308, -0.773097, 4.504337], [-5.954228, -1.943508, 2.298617], [-1.574333, -1.065684, -3.407964], [-0.612866, -2.803463, -4.899220]], "atomic_forces_ev_per_a": [[-0.10, 0.28, 0.57], [-0.05, -0.29, -0.45], [0.00, -0.07, 0.17], [-0.08, -0.16, 0.30], [0.05, 0.25, -0.11], [-0.09, 0.00, 0.36], [0.43, 0.22, -0.51], [0.44, 0.44, 0.07], [-0.29, 0.06, 0.10], [0.46, 0.12, 0.39], [-0.03, 0.07, -0.52], [-0.07, 0.09, 0.17], [-0.02, -0.44, -0.06], [0.16, 0.25, -0.35], [-0.27, -0.06, 0.06], [-0.15, -0.10, -0.38], [-0.19, -0.21, 0.34], [-0.30, -0.58, 0.21], [0.09, -0.04, -0.22], [0.27, 0.21, -0.09], [-0.13, -0.01, -0.26], [-0.12, 0.00, 0.29], [0.07, 0.20, -0.17], [0.08, -0.18, 0.11], [-0.07, -0.19, -0.06], [-0.21, 0.15, 0.30], [0.06, 0.29, -0.11], [-0.12, 0.36, 0.01], [0.18, 0.13, -0.04], [0.15, 0.07, -0.34], [-0.12, 0.21, 0.13], [-0.05, -0.15, 0.16], [0.08, -0.04, -0.36], [0.18, 0.26, 0.28], [-0.16, -0.01, -0.14], [0.18, -0.26, -0.01], [-0.57, -0.11, -0.02], [-0.02, -0.28, 0.35], [-0.22, -0.12, -0.35], [0.16, -0.43, 0.03], [-0.04, 0.06, 0.01], [0.09, 0.15, -0.03], [-0.07, 0.23, -0.26], [0.60, 0.00, 0.02], [-2.42, -0.42, -1.09], [0.24, -0.25, 0.63], [0.62, -1.03, -0.94], [0.13, 1.14, 0.39], [-0.33, -0.19, 0.37], [-0.25, -0.02, 0.09], [0.00, -0.50, 0.00], [-0.07, 0.04, -0.31], [0.23, 0.09, -0.28], [0.09, 0.35, 0.15], [0.72, 0.31, 0.71], [1.17, 0.45, 0.27], [0.04, -0.22, 0.04], [0.05, -0.01, 0.16], [-0.22, 0.10, 0.10], [-0.01, 0.23, -0.16], [-0.10, 0.06, -0.27], [-0.07, -0.08, 0.10], [-0.07, -0.11, 0.36], [-0.09, -0.27, 0.20], [-0.20, -0.12, -0.28], [0.20, 0.19, -0.20], [0.21, 0.27, 0.04], [-0.05, -0.25, 0.10], [0.02, -0.14, 0.25]], "orbital_gap_ev": 3.85, "mol_weight_g_mol": 512.7, "lumo_ev": -2.15, "homo_ev": -6.00, "e_above_lowest_kcal_mol": 6.27, "fmax_ev_per_a": 2.688}

=====

(6)
{"formula": "C5H5NO2S", "method": "ωB97M-V/def2-TZVPD", "symbols": ["C", "C", "C", "C", "C", "N", "O", "O", "S", "H", "H", "H", "H", "H"], "coordinates": [[0.961766, -0.401996, 1.346068], [0.152873, 0.519885, 0.829950], [-0.497814, -1.380295, -0.469031], [0.710967, -2.585661, -3.094065], [0.114079, 1.937585, 1.105422], [-0.643082, -0.091255, -0.202977], [-1.346408, 0.657414, -1.134697], [-0.083304, -3.315537, -3.414491], [0.724953, -1.947803, 0.609381], [1.536458, -0.488912, 2.242127], [-2.095217, 0.082806, -1.504028], [-0.855502, 2.363177, 1.202670], [0.543509, 1.993693, 2.112915], [0.776722, 2.656900, 0.370758]], "atomic_forces_ev_per_a": [[-0.04, -1.63, 0.42], [-0.86, -0.50, -2.13], [0.34, -0.28, 0.20], [0.01, -0.02, -0.06], [2.24, 2.53, -0.20], [0.96, -1.25, -0.05], [-1.41, 0.44, -0.14], [0.01, 0.00, -0.01], [-1.01, 0.34, -0.52], [0.44, 1.02, 0.27], [1.71, 0.61, 1.08], [-0.93, 0.23, -0.31], [0.19, 0.53, -0.23], [-1.66, -2.02, 1.68]], "orbital_gap_ev": 9.79, "mol_weight_g_mol": 143.2, "lumo_ev": 0.75, "homo_ev": -9.03, "e_above_lowest_kcal_mol": 85.49, "fmax_ev_per_a": 3.389}